13
Properties=species:S:1:pos:R:3:forces:R:3 method="wB97M-V/def2-TZVPD" relative_energy_kcal_mol=86.64 homo_lumo_gap_ev=10.163
C -1.713 -0.678 -0.030 -1.144 1.768 -6.024
C -0.454 0.287 -0.151 -2.492 -0.895 1.220
C 0.775 -0.291 0.598 0.530 7.808 -1.728
C 2.020 0.556 -0.186 4.891 -3.106 1.687
H -2.614 0.043 -0.230 1.475 -1.460 0.920
H -1.906 -1.483 -0.988 1.167 1.994 2.916
H -1.692 -1.114 0.899 -0.412 -1.240 2.046
H -0.255 0.654 -1.139 0.428 -0.868 -0.854
H 0.988 -1.190 0.177 0.484 -3.217 0.093
H 0.874 0.106 1.659 -0.281 -1.510 -1.201
H 1.731 1.577 -1.072 1.205 -3.048 2.719
O 3.202 -0.003 0.101 -6.749 4.397 -2.561
F -0.956 1.536 0.360 0.899 -0.622 0.767


21
Properties=species:S:1:pos:R:3:forces:R:3 method="wB97M-V/def2-TZVPD" relative_energy_kcal_mol=176.55 homo_lumo_gap_ev="7.813 / 8.207"
C 2.707 1.093 0.097 -0.060 -0.857 -0.478
C 3.057 -0.117 -0.448 -0.534 -0.807 -0.512
C 1.480 1.326 0.729 -0.008 1.603 0.697
C 2.184 -1.266 -0.546 1.658 -0.622 -0.849
C 0.719 0.187 0.748 1.695 0.384 -1.026
C 1.006 -1.022 0.066 0.522 1.890 0.974
C -2.976 0.149 0.803 -1.362 -1.116 -0.248
C -1.756 -0.172 -1.177 3.142 2.566 -1.006
N -0.401 -0.370 1.294 -3.355 0.511 -0.991
N -1.797 0.541 0.042 -0.612 -1.441 3.056
O -0.172 -1.569 0.549 -0.168 -1.393 0.254
H 3.502 1.749 -0.150 0.033 1.567 0.673
H 4.058 -0.027 -0.851 -0.094 -1.084 -0.427
H 1.256 2.360 1.154 -0.005 -1.816 -0.478
H 2.505 -2.199 -1.088 -0.494 1.093 0.813
H -3.402 -0.897 0.865 1.180 0.352 -0.955
H -2.870 0.347 1.807 0.853 0.775 2.347
H -3.886 0.705 0.595 0.078 0.668 -0.932
H -1.051 0.515 -1.772 -0.909 -1.733 -0.039
H -1.443 -1.198 -1.149 0.329 -0.585 0.191
H -2.717 -0.134 -1.568 -1.886 0.047 -1.064


75
Properties=species:S:1:pos:R:3:forces:R:3 method="wB97M-V/def2-TZVPD" spin_multiplicity=2 s_squared=0.7560 homo_lumo_gap_ev="9.760 / 5.266"
O 6.260 -33.695 -10.764 -0.618 0.829 0.636
C 5.881 -33.008 -9.693 1.715 0.162 0.557
O 6.694 -32.843 -8.762 -1.533 -0.088 -0.469
O 4.734 -32.494 -9.674 -0.753 0.266 0.252
H 7.177 -33.806 -10.504 1.842 -0.798 -0.643
C 5.597 -37.130 -12.375 2.121 -1.087 0.252
C 4.646 -36.542 -11.365 -0.893 -0.265 -1.626
O 4.389 -35.230 -11.747 -0.676 0.989 -0.224
O 6.128 -38.389 -11.881 -0.393 0.406 0.098
H 6.436 -36.446 -12.508 0.210 0.282 0.073
H 5.232 -37.315 -13.385 -0.811 0.347 0.191
H 4.968 -36.603 -10.326 0.107 -0.484 -0.006
H 3.704 -37.034 -11.605 -0.212 -0.359 1.058
H 5.100 -34.645 -11.476 -0.044 -0.322 -0.229
H 6.548 -38.837 -12.620 0.022 -0.048 0.032
C 8.747 -31.599 -12.155 0.181 1.369 -0.202
C 8.439 -30.258 -11.420 -0.028 -0.600 0.673
O 9.522 -29.321 -11.479 -0.117 -0.594 -0.070
O 8.828 -31.271 -13.533 -0.229 -0.481 -0.712
H 8.013 -32.398 -12.058 -0.468 0.530 0.021
H 9.665 -32.085 -11.822 0.311 0.452 0.284
H 8.201 -30.418 -10.368 0.388 -0.175 0.241
H 7.545 -29.759 -11.793 -0.138 -0.379 -0.547
H 9.410 -28.793 -12.273 0.005 0.017 -0.041
H 9.653 -30.833 -13.750 0.131 -0.058 0.314
C 4.930 -28.952 -9.409 -0.216 -1.176 0.673
C 4.362 -28.835 -8.002 -1.053 -0.194 0.888
O 3.458 -29.926 -7.559 1.399 0.334 -1.477
O 3.892 -28.927 -10.348 -0.317 0.114 -0.330
H 5.477 -29.895 -9.410 -0.032 -0.542 -0.251
H 5.712 -28.229 -9.636 -0.189 0.607 0.458
H 3.725 -27.956 -7.909 0.470 0.465 -0.097
H 5.224 -28.806 -7.336 0.026 0.261 0.160
H 3.310 -29.851 -6.614 0.097 0.290 -0.024
H 4.260 -28.818 -11.228 -0.004 -0.046 -0.037
C 4.287 -35.855 -6.398 1.111 -1.351 0.896
C 4.260 -37.213 -7.131 -3.467 2.066 1.902
O 5.414 -37.543 -7.757 1.160 -0.432 -1.112
O 4.602 -34.788 -7.256 0.084 0.123 -0.401
H 5.048 -35.895 -5.618 0.250 -0.034 0.193
H 3.362 -35.644 -5.861 -0.211 -0.104 -0.501
H 3.430 -37.074 -7.823 -0.116 -0.039 -0.667
H 3.897 -38.025 -6.501 0.154 0.070 0.718
H 4.999 -38.198 -8.323 1.364 -0.537 -0.916
H 5.329 -35.067 -7.818 0.173 -0.111 -0.085
C 2.306 -32.773 -6.076 1.492 0.973 -2.740
C 0.909 -32.343 -5.989 -2.010 -0.340 0.780
O 0.564 -31.382 -6.978 0.662 0.042 0.236
O 2.629 -32.996 -7.472 -0.493 -0.299 1.124
H 2.638 -33.635 -5.496 -0.537 0.188 0.451
H 2.851 -31.869 -5.804 0.640 -0.092 0.494
H 0.837 -31.945 -4.977 -0.410 0.312 0.255
H 0.192 -33.162 -6.045 0.035 -0.374 -0.103
H -0.269 -30.975 -6.729 -0.016 -0.063 0.073
H 3.409 -33.553 -7.417 0.231 -0.122 -0.572
C 6.948 -30.913 -5.885 0.807 -0.885 -0.744
C 7.418 -32.131 -5.139 -0.063 0.224 2.525
O 6.892 -33.395 -5.448 -0.591 -0.343 -0.857
O 7.722 -30.880 -7.071 -0.109 1.022 -0.636
H 7.140 -29.977 -5.360 0.243 -0.202 0.225
H 5.870 -30.960 -6.039 -0.252 -0.098 -0.353
H 7.109 -31.976 -4.105 0.148 0.034 0.416
H 8.501 -32.244 -5.126 0.183 0.578 -0.235
H 6.530 -33.378 -6.336 -0.194 -0.125 -0.249
H 7.442 -31.575 -7.670 -0.234 -0.022 -0.078
C 9.009 -34.958 -8.926 1.602 0.334 0.006
C 9.744 -34.277 -7.761 0.637 -0.984 0.778
O 11.169 -34.159 -8.032 -0.897 0.345 -1.095
O 9.089 -34.176 -10.126 -1.002 0.216 0.105
H 7.957 -35.114 -8.685 0.124 0.075 0.037
H 9.485 -35.911 -9.159 -0.139 -0.246 0.322
H 9.765 -34.921 -6.882 -0.914 -0.339 0.039
H 9.220 -33.373 -7.450 0.381 0.470 -0.371
H 11.623 -33.737 -7.299 -0.259 0.081 0.095
H 9.994 -34.143 -10.445 0.132 -0.036 0.166


23
Properties=species:S:1:pos:R:3:forces:R:3 method="wB97M-V/def2-TZVPD" relative_energy_kcal_mol=96.96 homo_lumo_gap_ev="7.085 / 7.088"
C -1.372 0.402 0.992 0.138 -0.201 -0.032
C 0.865 1.455 -0.015 -0.168 -0.570 0.129
C 0.085 2.005 -1.184 0.061 0.082 0.005
N -1.969 -0.202 -0.053 0.184 0.027 0.084
N -1.004 -0.301 2.055 0.014 0.068 -0.184
H -1.467 1.475 1.044 0.049 0.023 -0.018
H -0.615 0.271 2.792 -0.032 0.009 -0.059
H -0.319 -1.115 1.775 -0.105 0.100 -0.016
H -1.958 0.301 -0.928 0.009 0.055 0.046
H -1.822 -1.197 -0.152 0.002 0.035 0.080
H 1.922 1.391 -0.248 0.040 0.065 -0.017
H 0.742 1.989 0.929 0.000 0.104 -0.014
H -0.913 2.366 -0.909 -0.002 -0.016 0.009
H 0.586 2.852 -1.673 -0.063 -0.046 0.012
H -0.033 1.235 -1.957 -0.027 -0.001 -0.006
C 1.429 -0.951 0.127 -0.075 0.071 0.474
C 0.158 -2.080 -1.443 0.290 0.270 0.175
N 0.920 -1.092 -1.178 -0.384 -0.255 -0.331
N 1.003 -1.662 1.150 0.039 0.083 -0.319
H 1.668 -1.593 1.916 -0.011 0.031 -0.073
H 2.423 -0.519 0.126 -0.031 -0.023 0.008
H -0.095 -2.855 -0.714 0.037 0.067 0.037
H -0.234 -2.175 -2.454 0.034 0.020 0.011


13
Properties=species:S:1:pos:R:3:forces:R:3 method="wB97M-V/def2-TZVPD" relative_energy_kcal_mol=24.88 homo_lumo_gap_ev=10.207
C 1.166 -0.070 1.402 0.111 0.057 0.109
N 0.336 -0.083 0.231 0.092 -0.137 -0.067
C -0.522 0.958 -0.307 -0.135 0.124 -0.123
C -1.102 -0.134 -1.273 -0.111 0.074 -0.001
C -0.028 -1.049 -0.665 0.095 -0.195 0.077
O 0.402 -2.156 -0.880 -0.260 0.267 0.188
H 0.827 0.765 2.026 0.139 -0.213 0.013
H 1.051 -1.007 1.958 0.063 0.166 -0.111
H 2.225 0.079 1.164 -0.096 -0.033 0.048
H 0.025 1.789 -0.772 -0.101 -0.219 -0.046
H -1.200 1.368 0.458 -0.068 -0.127 -0.367
H -2.120 -0.397 -0.976 0.169 -0.199 -0.064
H -1.059 -0.064 -2.366 0.103 0.435 0.344